Entry 1
This record from the Open Molecules 2025 dataset describes 3 unconnected molecules or ions with the total composition C4H12NO2. The level of theory is wB97M-V/def2-TZVPD.

**E_HOMO**: -13.2 eV

Geometry as ORCA input:
```
! wB97M-V def2-TZVPD RIJCOSX def2/J DEFGRID3
* xyz 1 1
C -2.19 -2.91 0.72
C -1.11 -2.09 0.13
C 0.14 -2.32 0.43
N 1.19 -1.63 -0.27
C 1.05 -1.22 -1.50
H -3.14 -2.52 0.88
H -2.42 -3.69 0.06
H -1.76 -3.42 1.63
H -1.45 -1.31 -0.65
H 0.52 -2.97 1.29
H 2.08 -1.39 0.20
H 1.93 -0.88 -1.98
H 0.06 -1.21 -1.92
H 2.85 5.64 1.58
H 1.95 6.83 1.86
O 2.82 6.60 1.46
H -2.56 1.18 -1.62
H -2.05 2.35 -0.91
O -1.79 1.41 -1.12
*
```

=====

Entry 2
This record from the Open Molecules 2025 dataset describes 3 unconnected molecules or ions with the total composition C4H12NO2. The level of theory is wB97M-V/def2-TZVPD.

**E_HOMO**: -13.8 eV

Geometry as ORCA input:
```
! wB97M-V def2-TZVPD RIJCOSX def2/J DEFGRID3
* xyz 1 1
C -0.94 -1.64 1.15
C -0.06 -1.19 -0.02
C 0.35 -2.04 -0.98
C 0.28 0.96 1.01
N 0.41 0.21 -0.04
H -0.47 -1.21 2.06
H -0.77 -2.72 1.25
H -1.97 -1.44 1.21
H 1.22 -1.69 -1.58
H 0.03 -3.09 -1.01
H 1.03 1.73 1.34
H -0.51 0.79 1.67
H 1.06 0.59 -0.80
H -3.39 2.12 0.04
H -2.49 3.24 -0.22
O -2.41 2.27 -0.05
H 3.10 1.45 -1.18
H 3.01 0.80 -2.35
O 2.50 0.86 -1.49
*
```

=====

Entry 3
This record from the Open Molecules 2025 dataset describes 2 unconnected molecules or ions with the total composition C4H12NO2. The level of theory is wB97M-V/def2-TZVPD.

**E_HOMO**: -14.6 eV

Geometry as ORCA input:
```
! wB97M-V def2-TZVPD RIJCOSX def2/J DEFGRID3
* xyz 1 1
O 1.31 -0.86 -1.37
C 0.63 -1.78 -1.02
C -0.73 -1.45 -0.39
N -0.78 -0.15 0.37
C 0.37 -0.06 1.32
C 0.31 1.12 2.26
H 0.89 -2.84 -1.11
H -1.25 -1.33 -1.32
H -1.22 -2.18 0.21
H -1.62 -0.24 0.95
H -0.94 0.68 -0.21
H 1.28 0.04 0.72
H 0.50 -0.96 1.90
H 0.97 0.91 3.10
H -0.64 1.41 2.72
H 0.55 2.08 1.79
H -1.16 2.61 -1.99
H 0.20 2.50 -1.40
O -0.71 2.20 -1.25
*
```

=====

Of them, the most stable is entry 3 and the least stable is entry 1.

=====

Entry 1
This record from the Open Molecules 2025 dataset describes 2 unconnected molecules or ions with the total composition C4H12NO2. The level of theory is wB97M-V/def2-TZVPD.

**E_HOMO**: -14.3 eV

Geometry as ORCA input:
```
! wB97M-V def2-TZVPD RIJCOSX def2/J DEFGRID3
* xyz 1 1
C 0.52 1.09 -1.42
C 0.34 1.54 0.00
C -1.07 1.48 0.75
C -1.68 0.09 0.69
O -1.06 -0.86 0.29
N 0.88 -0.48 -1.55
H -0.40 1.15 -2.00
H 1.41 1.54 -1.83
H 0.98 0.88 0.60
H 0.72 2.54 0.32
H -0.94 1.81 1.79
H -1.68 2.19 0.18
H -2.66 0.01 1.25
H 0.33 -0.94 -0.81
H 1.87 -0.68 -1.67
H 0.45 -0.75 -2.44
H 1.96 -2.52 1.87
H 0.47 -2.59 1.63
O 1.28 -2.23 1.23
*
```

=====

Entry 2
This record from the Open Molecules 2025 dataset describes 2 unconnected molecules or ions with the total composition C4H12NO2. The level of theory is wB97M-V/def2-TZVPD.

**E_HOMO**: -14.2 eV

Geometry as ORCA input:
```
! wB97M-V def2-TZVPD RIJCOSX def2/J DEFGRID3
* xyz 1 1
C 0.34 0.42 -0.99
C -0.01 -1.06 -0.84
C 0.87 -1.98 0.08
C 1.24 -1.57 1.46
O 0.98 -0.54 2.04
N 0.16 1.26 0.21
H 1.34 0.61 -1.38
H -0.33 0.76 -1.80
H -1.09 -1.06 -0.54
H -0.01 -1.49 -1.84
H 0.38 -2.96 0.00
H 1.82 -2.06 -0.48
H 1.74 -2.39 2.01
H 0.10 0.75 1.10
H -0.71 1.86 0.18
H 0.99 1.83 0.34
H -2.95 1.95 0.57
H -2.54 3.30 -0.11
O -2.31 2.36 -0.01
*
```

=====

Entry 3
This record from the Open Molecules 2025 dataset describes 2 unconnected molecules or ions with the total composition C4H12NO2. The level of theory is wB97M-V/def2-TZVPD.

**E_HOMO**: -15.3 eV

Geometry as ORCA input:
```
! wB97M-V def2-TZVPD RIJCOSX def2/J DEFGRID3
* xyz 1 1
O -1.07 2.29 -0.82
C -1.82 1.65 -0.12
C -1.34 0.33 0.38
N 0.08 0.10 -0.22
C 0.07 -1.20 -1.09
C 0.51 -2.37 -0.16
H -2.82 1.88 0.39
H -1.18 0.16 1.47
H -1.86 -0.59 0.00
H 0.87 0.08 0.35
H 0.20 0.96 -0.78
H 0.72 -1.12 -1.93
H -0.94 -1.43 -1.39
H 1.58 -2.48 -0.27
H 0.02 -3.32 -0.36
H 0.42 -2.02 0.91
H 2.69 -0.26 2.47
H 3.13 0.52 1.13
O 2.57 -0.22 1.50
*
```

=====

Entry 4
This record from the Open Molecules 2025 dataset describes 3 unconnected molecules or ions with the total composition C4H12NO2. The level of theory is wB97M-V/def2-TZVPD.

**E_HOMO**: -13.3 eV

Geometry as ORCA input:
```
! wB97M-V def2-TZVPD RIJCOSX def2/J DEFGRID3
* xyz 1 1
C -1.98 -1.32 2.37
C -1.16 -1.01 1.15
C 0.09 -0.39 1.31
N 0.90 -0.20 0.17
C 2.17 0.21 0.30
H -1.40 -1.69 3.41
H -2.24 -0.37 2.88
H -2.92 -1.87 2.20
H -1.68 -1.12 0.28
H 0.56 -0.48 2.32
H 0.28 -0.09 -0.72
H 2.72 0.30 -0.62
H 2.61 0.62 1.21
H 0.93 3.21 -2.66
H -0.24 2.54 -2.63
O 0.65 2.36 -2.36
H 0.54 0.57 -2.80
H -0.13 -0.91 -3.26
O 0.30 -0.34 -2.56
*
```

=====

Of them, the most stable is entry 2 and the least stable is entry 4.

=====

Entry 1
This record from the Open Molecules 2025 dataset describes a single C5H10NP molecule. The level of theory is wB97M-V/def2-TZVPD.

**Structure (SMILES)**: CC=P(C)(C)C#N
**E_HOMO**: -7.8 eV

Geometry as ORCA input:
```
! wB97M-V def2-TZVPD RIJCOSX def2/J DEFGRID3
* xyz 0 1
C -0.12 -1.18 -2.04
C 0.30 -1.20 -0.61
P -0.13 0.12 0.35
C 1.03 -0.30 1.71
C -0.48 2.02 0.07
C -1.67 -0.10 1.06
N -2.50 -0.55 1.68
H -0.30 -0.21 -2.29
H 0.68 -1.66 -2.66
H -1.07 -1.73 -2.30
H 1.38 -1.06 -0.59
H 1.02 -0.17 2.74
H 1.25 -1.32 1.47
H 1.92 0.34 1.39
H -0.98 2.41 0.99
H 0.60 2.29 -0.08
H -0.96 2.29 -0.89
*
```

=====

Entry 2
This record from the Open Molecules 2025 dataset describes 2 unconnected molecules or ions with the total composition C5H10NP. The level of theory is wB97M-V/def2-TZVPD.

**Structure (SMILES)**: CC=C=N.C=PC
**E_HOMO**: -8.4 eV

Geometry as ORCA input:
```
! wB97M-V def2-TZVPD RIJCOSX def2/J DEFGRID3
* xyz 0 1
C 3.42 -0.07 0.00
C 2.34 0.88 0.13
C 1.34 0.64 0.87
N 0.33 0.37 1.49
H 4.11 0.43 -0.71
H 4.05 -0.25 0.85
H 3.12 -0.96 -0.41
H 2.36 1.79 -0.41
H 0.41 0.72 2.35
C -2.46 -1.13 0.72
P -2.56 0.53 0.38
C -1.59 0.85 -1.18
H -2.06 -1.93 0.08
H -3.01 -1.57 1.54
H -1.33 1.96 -1.27
H -2.43 0.73 -2.00
H -0.76 0.25 -0.99
*
```

=====

Of them, the most stable is entry 1 and the least stable is entry 2.

=====

Entry 1
This record from the Open Molecules 2025 dataset describes a gas-phase ion, C5H6NO (charge +1). The level of theory is wB97M-V/def2-TZVPD.

**E_HOMO**: -15.5 eV

Geometry as ORCA input:
```
! wB97M-V def2-TZVPD RIJCOSX def2/J DEFGRID3
* xyz 1 1
C -0.14 0.61 -3.75
C -0.07 0.57 -2.45
C -0.79 0.74 -0.70
C -1.38 0.84 0.62
C 1.75 0.01 -0.75
N 0.46 0.43 -1.16
O -1.35 0.92 -1.95
H -0.86 0.35 1.50
H -2.41 0.45 0.64
H -1.65 1.95 0.92
H 2.47 0.47 -1.50
H 1.89 -1.09 -0.43
H 1.93 0.48 0.29
*
```

=====

Entry 2
This record from the Open Molecules 2025 dataset describes a gas-phase ion, C5H6NO (charge +1). The level of theory is wB97M-V/def2-TZVPD.

**Structure (SMILES)**: O=[n+]1cc1C1CC1
**E_HOMO**: -15.4 eV

Geometry as ORCA input:
```
! wB97M-V def2-TZVPD RIJCOSX def2/J DEFGRID3
* xyz 1 1
O -1.26 3.84 -1.53
N -0.63 3.01 -0.95
C 0.31 2.67 -0.10
C -0.23 1.48 -0.59
C -0.59 0.12 -0.61
C 0.51 -0.89 -0.33
C -0.41 -0.64 0.72
H 1.03 3.08 0.63
H -1.56 -0.04 -1.21
H 1.63 -0.59 -0.24
H 0.29 -1.77 -0.90
H -1.33 -1.33 0.98
H -0.07 0.01 1.45
*
```

=====

Of them, the most stable is entry 2 and the least stable is entry 1.

=====

Entry 1
This record from the Open Molecules 2025 dataset describes a gas-phase ion, C5H6NO (charge +1). The level of theory is wB97M-V/def2-TZVPD.

**E_HOMO**: -15.2 eV

Geometry as ORCA input:
```
! wB97M-V def2-TZVPD RIJCOSX def2/J DEFGRID3
* xyz 1 1
C 2.49 0.88 0.10
C 1.10 0.48 0.04
C -1.39 -0.25 0.70
C -1.43 0.08 -0.73
C -0.11 0.22 0.02
N 3.73 0.38 0.03
O 4.03 -0.86 -0.10
H 2.56 1.95 0.24
H -1.80 0.43 1.43
H -1.34 -1.28 1.02
H -1.43 -0.70 -1.47
H -1.87 1.02 -1.04
H 3.30 -1.52 -0.18
*
```

=====

Entry 2
This record from the Open Molecules 2025 dataset describes a molecular structure, C5H6NO. The level of theory is wB97M-V/def2-TZVPD.

**E_HOMO**: -15.9 eV

Geometry as ORCA input:
```
! wB97M-V def2-TZVPD RIJCOSX def2/J DEFGRID3
* xyz 1 1
C 0.63 3.00 1.21
C 0.23 1.83 0.67
C -0.47 0.44 -0.56
C -0.96 -0.57 -1.51
C 0.87 -0.81 1.24
N 0.23 0.22 0.51
O -0.60 1.76 -0.49
H -1.12 -1.45 -1.01
H -0.10 -0.88 -2.09
H -1.73 -0.36 -2.13
H 1.29 -1.54 0.59
H 0.10 -1.36 1.77
H 1.63 -0.27 1.80
*
```

=====

Of them, the most stable is entry 1 and the least stable is entry 2.